The following is a quantum chemistry calculation of 2 unconnected molecules or ions with the total composition C5H9OS2 at a distorted geometry, from the Open Molecules 2025 dataset.

```
! wB97M-V def2-TZVPD RIJCOSX def2/J DEFGRID3
* xyz -1 1
S -1.408 -2.834 -0.167
S 1.658 0.762 -0.848
O -1.968 -1.190 -2.272
C -1.571 -1.758 -1.287
C -0.288 0.409 1.195
C -0.094 0.488 -0.347
C 2.140 -0.952 -1.340
C -0.922 1.673 1.665
H -0.862 -0.517 1.279
H 2.116 -1.066 -2.472
H -1.015 1.762 2.813
H 0.785 0.193 1.573
H 1.242 -1.345 -0.947
H -0.309 2.579 1.545
H -0.592 1.323 -0.925
H -1.929 1.775 1.412
H 3.016 -1.302 -0.876
*
```

Calculated values
* gap between HOMO and LUMO: 5.2 eV